i | 2 unconnected molecules or ions with the total composition C5H14, computed with wB97M-V/def2-TZVPD.

Last column: natural (NBO) charge in e.
Element x y z (Å)
C: 1.049 0.475 -0.905  -0.678
C: 2.301 0.122 -0.104  -0.765
C: 1.191 0.758 -2.480  -0.743
H: 0.457 1.172 -0.288  0.191
H: 0.255 -0.310 -0.883  0.185
H: 3.301 0.419 -0.490  0.192
H: 2.122 0.563 0.891  0.202
H: 2.245 0.541 -2.623  0.197
H: 0.755 1.722 -2.742  0.204
H: 2.596 -0.932 -0.035  0.195
H: 0.585 -0.113 -2.837  0.193
C: -2.669 -0.009 1.733  -0.751
C: -1.764 -1.226 1.622  -0.812
H: -2.468 0.387 2.736  0.195
H: -2.475 0.876 1.131  0.210
H: -3.727 -0.323 1.604  0.191
H: -2.109 -2.132 1.165  0.195
H: -1.348 -1.639 2.598  0.185
H: -0.917 -1.082 0.936  0.213

For the HOMO energy (alpha / beta), the calculation gives 1.469 / -6.877 eV. The net charge is -1. Its expectation value of S² is 0.75. The frontier orbital gap (alpha / beta) comes out at 2.79 / 11.21 eV. As for the multiplicity: 2.


ii | 2 unconnected molecules or ions with the total composition C5H14, computed with wB97M-V/def2-TZVPD.

Last column: natural (NBO) charge in e.
Element x y z (Å)
C: -1.548 -0.724 1.662  -0.978
C: -1.316 -0.548 3.171  -0.737
H: -1.451 -1.738 1.317  0.187
H: -2.499 -0.449 1.200  0.184
H: -0.833 -0.116 1.135  0.184
H: -2.277 -0.947 3.533  0.188
H: -0.523 -1.176 3.498  0.195
H: -1.112 0.499 3.436  0.194
C: 1.006 0.373 -2.387  -0.443
C: 1.261 1.756 -1.744  -0.731
C: 0.864 -0.695 -1.281  -0.789
H: 0.087 0.348 -2.989  0.190
H: 1.853 0.061 -2.992  0.173
H: 1.871 1.724 -0.797  0.200
H: 1.489 -0.518 -0.392  0.195
H: 0.257 2.066 -1.455  0.203
H: 1.812 2.359 -2.463  0.188
H: -0.142 -0.607 -0.828  0.207
H: 1.200 -1.667 -1.624  0.191

For the HOMO energy (alpha / beta), the calculation gives 1.507 / -7.490 eV. The net charge is -1. Its expectation value of S² is 0.75. The frontier orbital gap (alpha / beta) comes out at 2.66 / 11.66 eV. As for the multiplicity: 2.


Stability ranking, top and bottom: ii is the most stable and i is the least stable.


i | A molecular structure, C6H12O4, computed with wB97M-V/def2-TZVPD.

Last column: natural (NBO) charge in e.
Element x y z (Å)
O: -3.278 -2.854 2.198  -0.716
C: -2.090 -3.074 2.912  0.056
C: -1.002 -3.925 2.243  -0.088
O: -0.041 -2.868 2.399  -0.533
C: -1.051 -1.937 2.839  0.077
C: -1.301 -0.843 1.827  -0.536
C: -0.135 0.403 2.073  0.541
C: 0.351 -0.076 0.733  -0.909
O: -0.303 1.544 2.438  -0.474
H: -3.956 -3.467 2.493  0.479
H: -2.315 -3.377 3.942  0.169
H: -0.698 -4.841 2.769  0.178
H: -1.213 -4.141 1.184  0.179
H: -0.781 -1.509 3.816  0.174
H: -1.645 -1.276 0.877  0.252
H: -2.223 -0.298 2.090  0.232
H: 1.603 -0.036 2.984  0.470
H: 1.139 0.616 0.393  0.182
H: -0.291 0.299 -0.077  0.301
O: 2.688 -0.494 2.625  -0.880
H: 1.537 -0.661 1.207  0.374
H: 3.011 0.323 2.237  0.472

For the HOMO energy, the calculation gives -8.582 eV. The net charge is 0. The frontier orbital gap comes out at 7.80 eV.


ii | 2 unconnected molecules or ions with the total composition C6H12O4, computed with wB97M-V/def2-TZVPD.

Last column: natural (NBO) charge in e.
Element x y z (Å)
O: -2.700 2.095 0.303  -0.550
C: -1.654 1.531 -0.029  0.443
C: -1.694 0.220 -0.758  -0.489
C: -0.546 -0.561 0.043  -0.422
C: 0.884 -0.056 -0.033  -0.067
O: 1.746 -1.040 0.492  -0.529
C: 3.084 -0.644 0.528  -0.176
C: 3.926 -1.774 1.060  0.427
O: 5.117 -1.680 1.238  -0.507
H: -0.783 2.179 -0.267  0.132
H: -1.338 0.409 -1.785  0.242
H: -2.627 -0.322 -0.556  0.246
H: -0.563 -1.576 -0.379  0.224
H: -0.838 -0.708 1.093  0.214
H: 1.012 0.879 0.542  0.165
H: 1.159 0.162 -1.082  0.166
H: 3.233 0.240 1.179  0.195
H: 3.463 -0.374 -0.477  0.196
H: 3.391 -2.739 1.209  0.120
O: -4.845 1.394 -1.132  -0.983
H: -4.215 1.783 -0.412  0.496
H: -5.211 0.581 -0.774  0.459

For the HOMO energy, the calculation gives -10.311 eV. The net charge is 0. The SMILES is O=CCCCOCC=O.O. The frontier orbital gap comes out at 10.44 eV.


iii | 2 unconnected molecules or ions with the total composition C6H12O4, computed with wB97M-V/def2-TZVPD.

Last column: natural (NBO) charge in e.
Element x y z (Å)
C: -1.715 -2.468 5.541  -0.265
O: -0.804 -1.487 5.183  -0.487
C: -1.182 -0.376 4.628  0.783
C: 0.038 0.413 4.380  -0.717
O: -2.388 0.023 4.370  -0.625
H: -2.108 -2.839 4.580  0.186
H: -2.558 -2.090 6.143  0.203
H: -1.247 -3.309 6.079  0.199
H: 0.059 0.668 3.307  0.243
H: 0.994 -0.070 4.645  0.233
H: -0.058 1.345 4.962  0.246
C: -2.852 -2.750 1.232  -0.271
O: -3.879 -3.347 0.418  -0.518
C: -5.068 -2.659 0.389  0.787
C: -6.202 -3.295 -0.413  -0.720
O: -5.145 -1.570 0.965  -0.595
H: -1.944 -3.124 0.729  0.189
H: -2.909 -3.202 2.237  0.180
H: -2.767 -1.656 1.343  0.224
H: -6.617 -4.208 0.045  0.242
H: -5.897 -3.527 -1.447  0.239
H: -6.992 -2.526 -0.444  0.243

For the HOMO energy, the calculation gives -10.284 eV. The net charge is 0. The SMILES is COC(C)=O.COC(C)=O. The frontier orbital gap comes out at 11.02 eV.


iv | 2 unconnected molecules or ions with the total composition C6H12O4, computed with wB97M-V/def2-TZVPD.

Last column: natural (NBO) charge in e.
Element x y z (Å)
O: 2.660 -0.213 -1.493  -0.718
C: 1.960 0.398 -0.424  -0.078
C: 0.515 0.632 -0.789  0.206
O: -0.189 -0.498 -1.216  -0.730
C: 0.122 1.956 -1.383  -0.449
C: -0.308 1.583 0.017  -0.445
H: 2.705 0.405 -2.229  0.470
H: 2.427 1.345 -0.108  0.173
H: 2.021 -0.317 0.408  0.183
H: 0.399 -1.365 -1.140  0.504
H: 0.893 2.719 -1.504  0.211
H: -0.641 1.937 -2.162  0.229
H: -1.368 1.359 0.142  0.226
H: 0.161 2.045 0.887  0.221
C: -2.300 -1.439 0.958  -0.744
C: -1.004 -1.187 1.666  0.814
O: -0.894 -0.537 2.682  -0.572
O: 0.002 -2.177 1.329  -0.742
H: -3.065 -0.743 1.316  0.237
H: -2.143 -1.260 -0.115  0.265
H: -2.629 -2.471 1.136  0.248
H: 0.675 -2.171 2.022  0.490

For the HOMO energy, the calculation gives -9.404 eV. The net charge is 0. The SMILES is OCC1(O)CC1.CC(=O)O. The frontier orbital gap comes out at 10.09 eV.


Stability ranking, top and bottom: iii is the most stable and i is the least stable.


i | A gas-phase ion, CH3BrO3P (charge -1), computed with wB97M-V/def2-TZVPD.

Last column: natural (NBO) charge in e.
Element x y z (Å)
C: 0.152 -0.103 0.163  -1.062
O: 0.084 0.560 3.238  -0.993
O: 2.451 -1.476 0.516  -1.111
O: 0.300 -2.940 0.554  -1.107
P: 0.986 -1.650 0.601  2.124
Br: 0.466 -1.075 2.910  0.402
H: 0.427 0.616 0.971  0.290
H: 0.342 0.238 -0.852  0.225
H: -0.896 -0.125 0.134  0.232

For the HOMO energy, the calculation gives -4.222 eV. The net charge is -1. The frontier orbital gap comes out at 8.10 eV.


ii | A molecular structure, CH3BrO3P, computed with wB97M-V/def2-TZVPD.

Last column: natural (NBO) charge in e.
Element x y z (Å)
C: 0.171 -0.142 0.023  -1.060
O: 2.280 -1.254 -1.445  -1.161
O: 1.867 -1.957 1.025  -1.160
O: 2.632 0.497 0.462  -0.931
P: 1.765 -0.961 -0.043  2.323
Br: 4.315 0.417 0.092  0.288
H: 0.428 0.885 -0.170  0.242
H: -0.461 -0.263 -0.799  0.228
H: -0.374 -0.352 1.007  0.232

For the HOMO energy, the calculation gives -5.015 eV. The net charge is -1. The frontier orbital gap comes out at 8.51 eV.


Stability ranking, top and bottom: ii is the most stable and i is the least stable.


i | A molecular structure, C18H21IN9O3SSc, computed with wB97M-V/def2-TZVPD.

Last column: natural (NBO) charge in e.
Element x y z (Å)
Sc: -0.256 1.668 -0.019  1.891
C: 4.632 1.570 0.059  -0.434
N: 3.947 2.871 0.099  -0.344
C: 4.758 4.095 0.202  -0.439
C: 2.626 2.895 0.075  0.687
N: 1.866 1.815 -0.020  -0.965
N: 2.033 4.155 0.120  -0.603
C: 0.788 4.515 0.587  0.686
N: 0.628 5.826 0.762  -0.747
N: -0.158 3.637 0.840  -0.947
H: 5.700 1.732 0.143  0.257
H: 4.441 1.055 -0.884  0.228
H: 4.326 0.944 0.899  0.229
H: 5.803 3.825 0.107  0.264
H: 4.626 4.581 1.169  0.232
H: 4.541 4.790 -0.613  0.214
H: 2.424 0.970 -0.030  0.421
H: 2.673 4.921 -0.007  0.432
H: 1.338 6.504 0.533  0.428
H: -0.257 6.197 1.068  0.434
H: -0.961 4.087 1.265  0.410
I: -0.937 2.986 -2.641  0.345
C: -2.687 2.386 -1.592  0.116
C: -3.936 2.639 -2.102  -0.256
C: -5.023 2.147 -1.382  -0.070
C: -4.803 1.440 -0.209  -0.210
C: -3.508 1.246 0.221  0.082
N: -2.444 1.716 -0.463  -0.648
H: -4.070 3.185 -3.025  0.269
H: -6.027 2.309 -1.750  0.269
H: -5.624 1.032 0.365  0.277
H: -3.300 0.686 1.123  0.234
O: -3.695 -6.948 1.393  -0.981
S: -2.516 -6.783 2.222  2.404
O: -2.502 -5.580 3.033  -1.011
O: -1.988 -7.963 2.853  -0.959
C: -1.289 -6.384 0.910  0.164
N: -0.647 -7.334 0.212  -0.354
C: 0.215 -6.928 -0.712  0.089
C: 0.500 -5.580 -0.937  -0.276
C: -0.226 -4.687 -0.175  0.115
N: -1.129 -5.078 0.718  -0.438
C: -0.125 -3.227 -0.193  0.127
C: 0.371 -2.455 -1.253  -0.224
C: 0.275 -1.090 -1.178  0.036
N: -0.243 -0.446 -0.104  -0.692
C: -0.693 -1.200 0.933  0.026
C: -0.660 -2.560 0.926  -0.190
H: 0.702 -7.705 -1.290  0.213
H: 1.260 -5.275 -1.647  0.217
H: 0.775 -2.920 -2.142  0.256
H: 0.614 -0.469 -2.002  0.207
H: -1.084 -0.663 1.795  0.204
H: -1.073 -3.151 1.738  0.326

For the HOMO energy, the calculation gives -10.496 eV. The net charge is +2. The frontier orbital gap comes out at 2.70 eV.


ii | A molecular structure, C18H21IN9O3SSc, computed with wB97M-V/def2-TZVPD.

Last column: natural (NBO) charge in e.
Element x y z (Å)
Sc: -1.420 0.222 0.328  1.867
C: -2.724 -2.732 4.995  -0.412
N: -2.515 -1.486 4.278  -0.365
C: -2.152 -0.372 5.141  -0.437
C: -2.360 -1.368 2.947  0.690
N: -1.727 -0.373 2.380  -0.955
N: -2.964 -2.341 2.164  -0.589
C: -3.021 -2.474 0.797  0.689
N: -3.723 -3.537 0.371  -0.747
N: -2.448 -1.633 -0.015  -0.938
H: -3.402 -2.568 5.831  0.247
H: -1.770 -3.089 5.391  0.238
H: -3.143 -3.520 4.379  0.199
H: -2.690 -0.470 6.082  0.257
H: -2.459 0.573 4.690  0.221
H: -1.081 -0.354 5.361  0.225
H: -1.264 0.201 3.091  0.415
H: -3.513 -3.017 2.681  0.430
H: -4.127 -4.222 0.990  0.431
H: -3.841 -3.706 -0.615  0.433
H: -2.583 -1.936 -0.981  0.407
I: -1.025 3.051 1.396  0.357
C: -2.427 2.942 -0.233  0.122
C: -3.186 4.045 -0.554  -0.254
C: -4.035 3.947 -1.652  -0.061
C: -4.052 2.760 -2.374  -0.215
C: -3.253 1.708 -1.963  0.081
N: -2.448 1.769 -0.884  -0.659
H: -3.118 4.951 0.029  0.272
H: -4.656 4.783 -1.934  0.270
H: -4.681 2.651 -3.243  0.272
H: -3.239 0.777 -2.518  0.227
O: 7.042 2.868 -3.990  -0.976
S: 6.126 2.069 -4.761  2.421
O: 4.770 2.529 -4.844  -0.999
O: 6.620 1.253 -5.832  -0.968
C: 5.972 0.712 -3.436  0.155
N: 7.021 0.048 -3.064  -0.349
C: 6.850 -0.827 -2.088  0.081
C: 5.614 -0.966 -1.452  -0.261
C: 4.567 -0.178 -1.929  0.111
N: 4.771 0.648 -2.964  -0.436
C: 3.197 -0.133 -1.408  0.114
C: 2.684 -1.011 -0.451  -0.216
C: 1.375 -0.864 -0.035  0.039
N: 0.544 0.083 -0.505  -0.684
C: 1.037 0.919 -1.442  0.036
C: 2.332 0.847 -1.912  -0.190
H: 7.718 -1.404 -1.800  0.212
H: 5.506 -1.640 -0.620  0.207
H: 3.289 -1.800 -0.039  0.252
H: 0.958 -1.533 0.715  0.200
H: 0.353 1.676 -1.826  0.210
H: 2.700 1.523 -2.673  0.320

For the HOMO energy, the calculation gives -10.521 eV. The net charge is +2. The frontier orbital gap comes out at 2.80 eV.


Stability ranking, top and bottom: i is the most stable and ii is the least stable.